C6H12O8S | the ωB97M-V functional and the def2-TZVPD basis

Calculated values
Electronic energy, a.u.: -1235.7245
E_LUMO, eV: 4.31
Kohn-Sham gap, eV: 2.15
E_HOMO, eV: 2.15
Net charge: -2

CARTESIAN COORDINATES (ANGSTROEM)
O: -0.66 1.04 1.89
S: 0.18 0.98 0.77
O: 0.83 2.18 0.33
O: -0.40 0.25 -0.48
C: 0.64 -0.42 -1.20
O: 0.04 -1.53 -1.78
C: 1.70 -0.79 -0.13
C: 3.16 -0.56 -0.49
C: 3.64 0.90 -0.51
O: 4.63 1.15 0.50
O: 1.34 -0.12 1.07
H: 1.00 0.15 -2.06
H: -0.44 -2.01 -1.08
H: 1.59 -1.87 -0.01
H: 3.76 -1.07 0.26
H: 3.38 -1.06 -1.44
H: 2.81 1.60 -0.39
H: 4.15 1.11 -1.45
H: 4.16 1.15 1.34
O: -6.10 -0.14 1.45
C: -4.88 -0.61 1.06
C: -4.00 0.34 0.16
O: -2.79 -0.14 -0.25
H: -4.93 -1.57 0.46
H: -4.19 -0.87 1.91
H: -3.93 1.29 0.75
H: -4.69 0.61 -0.69